No. 1
{"formula": "C15H20N6O2S2", "method": "ωB97M-V/def2-TZVPD", "symbols": ["C", "C", "C", "S", "C", "N", "N", "C", "O", "C", "H", "H", "S", "C", "N", "N", "C", "N", "C", "H", "H", "H", "C", "C", "C", "H", "H", "H", "H", "H", "H", "C", "O", "N", "C", "H", "H", "H", "C", "H", "H", "H", "H", "H", "H"], "coordinates": [[-1.558, -2.056, -0.639], [-1.821, -0.596, -0.613], [-1.739, 0.176, 0.573], [-1.986, 1.735, 0.244], [-2.241, 1.122, -1.522], [-2.031, -0.001, -1.579], [-2.460, 2.245, -2.234], [-2.008, 3.120, -2.855], [-2.471, 3.916, -3.587], [-0.442, 3.220, -2.529], [-0.115, 4.159, -2.720], [-0.377, 3.036, -1.303], [0.416, 1.640, -3.395], [0.832, 1.007, -1.761], [0.831, 1.305, -0.637], [1.528, 0.500, 0.286], [1.859, -0.571, -0.625], [1.488, -0.308, -1.809], [1.359, -1.141, -3.015], [2.587, -1.156, -3.224], [0.857, -0.885, -3.776], [1.213, -2.113, -2.522], [2.284, -1.732, 0.041], [3.180, -1.654, 1.387], [1.528, -2.605, 1.207], [0.894, -1.988, 1.621], [1.936, -3.618, 1.096], [2.972, -0.757, 1.807], [4.127, -2.310, 1.398], [2.777, -2.386, -0.859], [-3.725, 2.119, -2.644], [-1.300, -0.622, 1.931], [-1.531, -1.640, 2.176], [-0.588, 0.202, 2.843], [-0.152, 1.590, 2.706], [-1.177, 2.468, 2.904], [0.157, 1.630, 1.673], [0.662, 2.048, 3.592], [-0.439, -0.290, 4.247], [-0.871, -1.254, 4.423], [-0.738, 0.455, 4.934], [0.780, -0.269, 4.606], [-2.269, -2.720, 0.013], [-1.546, -2.474, -1.711], [-0.680, -2.547, -0.152]], "forces_ev_per_a": [[-0.6, -4.2, 0.1], [3.9, -9.1, 14.6], [1.3, -4.5, 2.1], [-1.3, 0.9, -1.3], [-0.2, 14.2, 4.5], [-1.5, -3.1, -15.1], [-14.3, -11.3, 2.6], [10.9, 8.3, -4.6], [-2.4, 2.4, -2.4], [-1.8, -4.5, 3.1], [1.5, 2.5, -1.3], [0.4, 0.3, -3.4], [-0.9, 2.7, 2.6], [1.9, -5.7, -8.4], [0.1, 5.7, 10.3], [-0.6, -2.1, -5.2], [-1.4, 3.5, 6.7], [-3.0, 2.2, -4.5], [10.0, -3.5, 7.8], [-3.2, -0.5, -0.8], [-4.1, 2.3, -5.1], [-0.6, -0.1, -1.3], [3.9, -5.4, 0.0], [-2.8, -5.2, -4.4], [9.1, 0.8, -4.6], [-3.8, 1.9, 2.8], [-1.5, 0.3, 0.7], [0.1, 2.4, 1.8], [-1.9, 1.5, 0.3], [-1.0, 0.8, 2.6], [4.2, 0.8, 1.3], [3.8, 18.4, -3.6], [-4.0, -16.2, 2.9], [0.5, 0.2, 2.4], [-2.0, 2.8, 2.1], [2.9, -2.6, -0.6], [0.7, 1.1, 0.2], [-2.1, -2.1, -2.9], [4.1, 0.5, -0.7], [-0.2, -0.3, 0.0], [-1.2, 0.8, 0.6], [-3.0, -0.7, -1.4], [0.3, 1.5, -1.5], [-0.3, 0.8, 1.5], [0.2, 1.5, -0.4]], "multiplicity": 1, "total_charge": 0, "mol_weight_g_mol": 380.50, "lumo_energy_ev": -0.07, "gap_ev": 8.327, "e_above_lowest_kcal_mol": 397.14}



No. 2
{"formula": "C10H18AuCl2N2S", "method": "ωB97M-V/def2-TZVPD", "symbols": ["Au", "Cl", "Cl", "C", "H", "H", "C", "C", "H", "C", "H", "C", "H", "H", "C", "H", "H", "C", "H", "H", "H", "H", "S", "C", "N", "C", "C", "N", "H", "H", "H", "H", "H", "H"], "coordinates": [[1.992, -2.261, 1.656], [2.125, -3.782, 0.002], [1.561, -0.668, 3.211], [-1.538, 0.786, -0.257], [-2.550, 1.172, -0.079], [-1.299, 0.068, 0.540], [-0.081, -0.281, -1.952], [-1.480, 0.123, -1.612], [0.665, 0.509, -1.889], [-2.475, -1.041, -1.796], [-1.755, 0.876, -2.379], [-1.916, -2.453, -1.627], [-3.350, -0.919, -1.141], [-2.830, -0.956, -2.830], [-0.722, -2.703, -2.536], [-1.619, -2.647, -0.593], [-2.710, -3.171, -1.862], [0.318, -1.548, -2.512], [-0.209, -3.624, -2.245], [-1.075, -2.841, -3.565], [1.175, -1.909, -1.910], [0.686, -1.380, -3.542], [-0.492, 2.313, 0.029], [0.552, 2.228, 1.436], [0.252, 2.532, 2.707], [1.426, 2.637, 3.555], [2.561, 2.273, 2.610], [1.879, 2.064, 1.340], [-0.693, 2.740, 2.999], [1.364, 1.941, 4.392], [1.543, 3.655, 3.933], [3.058, 1.352, 2.919], [3.289, 3.090, 2.527], [2.343, 1.826, 0.469]], "forces_ev_per_a": [[-0.3, 0.2, 0.0], [0.2, -0.5, -0.5], [-0.1, 0.0, 0.5], [-0.6, -0.3, 1.3], [0.1, -0.2, 0.0], [0.0, 0.2, -0.1], [-0.6, 1.2, 0.5], [0.8, 0.0, -0.9], [-0.1, -0.2, 0.1], [-0.3, 0.1, -0.1], [-0.1, 0.1, 0.3], [0.2, 0.0, 0.2], [0.2, 0.1, -0.1], [-0.2, -0.1, 0.0], [0.2, 0.3, -0.2], [0.0, 0.2, 0.1], [0.1, 0.0, 0.1], [0.6, -1.5, -0.2], [-0.1, 0.1, -0.1], [-0.1, 0.0, 0.0], [-0.1, 0.1, -0.4], [0.2, -0.2, 0.2], [0.8, 0.5, 0.9], [-2.2, -0.3, -3.4], [-1.2, 0.5, 2.0], [-0.6, 0.1, 0.1], [0.5, -0.2, -0.7], [2.3, -0.3, -0.6], [0.5, -0.1, -0.1], [0.1, 0.0, 0.1], [0.0, 0.1, 0.1], [0.1, 0.2, 0.1], [0.0, 0.0, 0.1], [-0.3, 0.0, 0.7]], "multiplicity": 3, "total_charge": -1, "mol_weight_g_mol": 466.21, "lumo_energy_ev": [3.01, 2.86], "gap_ev": [4.691, 8.090], "e_above_lowest_kcal_mol": 0.00}



No. 3
{"formula": "C2H8Cl2NSi", "method": "ωB97M-V/def2-TZVPD", "symbols": ["C", "C", "N", "Si", "Cl", "Cl", "H", "H", "H", "H", "H", "H", "H", "H"], "coordinates": [[0.100, 1.101, 0.155], [0.546, -1.161, -0.823], [-0.343, -0.340, 0.077], [-2.833, 0.042, 0.503], [-3.495, -1.649, -0.119], [-3.342, 1.655, -0.385], [1.256, 0.971, 0.076], [-0.277, 1.863, -0.623], [-0.094, 1.323, 1.225], [0.670, -2.234, -0.357], [0.202, -1.271, -1.893], [-2.184, 0.397, 1.742], [-0.208, -0.608, 1.044], [1.408, -0.568, -0.764]], "forces_ev_per_a": [[2.1, -0.5, 0.0], [-1.8, -2.2, 0.6], [-2.1, 1.1, -0.5], [3.3, -0.4, 0.4], [-0.7, -1.2, -0.2], [-0.7, 1.5, -1.1], [-1.8, 1.2, 0.1], [0.4, -1.5, 1.3], [0.0, 0.9, -0.9], [-0.1, 2.2, -1.0], [0.1, 0.4, 1.3], [-0.5, -0.4, 0.7], [0.1, -0.7, -0.2], [1.9, -0.1, -0.5]], "multiplicity": 1, "total_charge": 1, "mol_weight_g_mol": 145.09, "lumo_energy_ev": -4.55, "gap_ev": 10.172, "e_above_lowest_kcal_mol": 45.84}



No. 4
{"formula": "CH2ClFP2", "method": "ωB97M-V/def2-TZVPD", "symbols": ["F", "P", "P", "C", "Cl", "H", "H"], "coordinates": [[2.846, -0.944, -0.177], [2.175, 0.570, -0.098], [0.213, -0.108, 0.243], [-1.292, 0.697, -0.116], [-2.662, -0.334, 0.015], [0.274, -1.577, 0.125], [-1.554, 1.695, 0.008]], "forces_ev_per_a": [[-0.4, 0.6, 0.1], [0.1, -0.5, 0.1], [-0.3, 0.1, -0.6], [1.5, -3.0, 0.4], [-0.6, -0.3, 0.0], [-0.6, 1.4, 0.0], [0.2, 1.7, 0.1]], "smiles": "FP=[PH]=CCl", "multiplicity": 1, "total_charge": 0, "mol_weight_g_mol": 130.43, "lumo_energy_ev": [-0.74, -0.94], "gap_ev": [6.917, 6.763], "e_above_lowest_kcal_mol": 54.56}



Calculated energy, -1858.36012; -1955.63397; -1345.39480; -1281.97093 hartree (same order as the records).
Calculated F_max, 0.3710; 0.0786; 0.0649; 0.0660 hartree/bohr (same order as the records).